Record 1
A structure of composition C43H58AsO2P2SSi3V. Source: OMol25; level of theory: wB97M-V/def2-TZVPD.

For the total energy, the calculation gives -6953.17470 Ha. Its orbital gap (alpha / beta) is 6.35 / 5.55 eV. As for the HOMO energy (alpha / beta): -0.1391 / -0.1095 Ha. Its largest force on an atom is 0.54 eV Å⁻¹.

ORCA input file:
```
! wB97M-V def2-TZVPD RIJCOSX def2/J DEFGRID3
* xyz -1 2
V 0.124 0.406 1.289
O 0.587 1.288 3.261
C 1.385 0.308 3.076
O 0.983 -0.876 2.846
C 2.868 0.541 3.008
C 3.611 0.861 4.133
C 4.995 0.957 4.056
C 5.620 0.740 2.836
C 4.874 0.452 1.702
C 3.483 0.352 1.762
S 2.518 0.034 0.325
H 3.099 1.023 5.075
H 5.577 1.195 4.938
H 6.699 0.813 2.759
H 5.364 0.313 0.745
C -1.701 3.242 -0.077
C -0.404 3.853 0.447
P 0.859 2.519 0.283
C 1.103 2.580 -1.539
C 1.431 3.752 -2.217
C 1.513 3.769 -3.603
C 1.263 2.611 -4.329
C 0.923 1.441 -3.664
C 0.843 1.429 -2.279
C 2.346 3.344 0.952
C 3.568 3.337 0.284
C 4.692 3.906 0.865
C 4.611 4.481 2.125
C 3.402 4.481 2.804
C 2.277 3.912 2.224
P -1.851 1.513 0.630
C -3.014 1.867 2.015
C -2.426 2.386 3.171
C -3.204 2.727 4.268
C -4.578 2.525 4.238
C -5.165 1.974 3.109
C -4.388 1.647 2.004
C -2.952 0.813 -0.673
C -4.015 1.526 -1.230
C -4.757 0.998 -2.276
C -4.441 -0.251 -2.791
C -3.374 -0.963 -2.263
C -2.635 -0.431 -1.213
H -1.640 3.144 -1.165
H -2.574 3.855 0.162
H -0.489 4.093 1.510
H -0.124 4.763 -0.087
H 1.632 4.657 -1.656
H 1.775 4.685 -4.118
H 1.330 2.624 -5.410
H 0.730 0.532 -4.221
H 0.580 0.517 -1.752
H 3.648 2.849 -0.677
H 5.639 3.876 0.341
H 5.494 4.908 2.586
H 3.338 4.900 3.801
H 1.354 3.858 2.786
H -1.346 2.466 3.221
H -2.732 3.122 5.158
H -5.186 2.775 5.099
H -6.232 1.788 3.089
H -4.857 1.199 1.140
H -4.267 2.505 -0.841
H -5.579 1.566 -2.696
H -5.014 -0.663 -3.613
H -3.116 -1.934 -2.671
H -1.785 -0.970 -0.813
C -1.618 -0.814 1.944
H -1.656 -0.646 3.023
H -1.273 -1.847 1.790
H -2.646 -0.774 1.568
C 2.113 -5.882 1.392
Si 1.542 -4.124 1.772
C 3.036 -3.217 2.442
C 0.163 -4.221 3.030
As 0.695 -3.009 -0.123
Si 2.394 -3.410 -1.681
C 2.372 -5.119 -2.483
C 4.081 -3.218 -0.891
C 2.193 -2.117 -3.024
Si -0.978 -4.447 -0.902
C -2.552 -4.045 0.038
C -1.262 -4.032 -2.721
C -0.733 -6.310 -0.798
H 2.479 -6.334 2.321
H 2.936 -5.892 0.677
H 1.314 -6.509 1.002
H 3.913 -3.869 2.476
H 2.824 -2.852 3.450
H 3.270 -2.342 1.837
H 0.534 -4.698 3.942
H -0.687 -4.802 2.667
H -0.176 -3.212 3.280
H 2.489 -5.898 -1.729
H 3.211 -5.198 -3.181
H 1.457 -5.321 -3.037
H 4.273 -3.987 -0.140
H 4.169 -2.241 -0.413
H 4.848 -3.303 -1.668
H 1.204 -2.178 -3.487
H 2.946 -2.237 -3.808
H 2.308 -1.123 -2.583
H -2.845 -3.007 -0.128
H -2.426 -4.171 1.115
H -3.374 -4.688 -0.291
H -1.246 -2.950 -2.876
H -2.233 -4.413 -3.050
H -0.494 -4.468 -3.364
H -0.782 -6.661 0.234
H 0.218 -6.626 -1.221
H -1.536 -6.805 -1.353
*
```

=====

Record 2
A cluster of 6 separate species, C43H58N2O7S in total in a non-equilibrium geometry. Source: OMol25; level of theory: wB97M-V/def2-TZVPD.

For the total energy, the calculation gives -2707.60776 Ha. Its orbital gap is 9.16 eV. As for the HOMO energy: -0.3248 Ha. Its largest force on an atom is 1.11 eV Å⁻¹. As for the SMILES: CCOCC[C@@]1(CCCO)OS(=O)(=O)O[C@]1(CN)C[C@@H](O)CN.c1ccccc1.c1ccccc1.c1ccccc1.c1ccccc1.c1ccccc1.

ORCA input file:
```
! wB97M-V def2-TZVPD RIJCOSX def2/J DEFGRID3
* xyz 0 1
C -6.950 0.335 3.481
C -6.553 1.134 2.250
O -5.850 0.367 1.292
C -4.489 0.185 1.621
C -3.789 -0.426 0.414
C -2.419 0.143 0.053
C -1.244 -0.662 0.635
C -1.481 -1.398 1.967
C -1.590 -2.927 1.861
O -2.915 -3.438 1.943
O -2.358 -0.111 -1.432
S -1.279 0.800 -2.120
O -1.771 1.308 -3.351
O 0.002 0.175 -2.170
O -1.311 1.933 -1.012
C -2.276 1.679 0.069
C -3.535 2.493 -0.337
N -4.141 2.120 -1.596
C -1.670 2.390 1.305
C -1.409 1.659 2.613
O -0.057 1.192 2.557
C -1.549 2.619 3.797
N -2.941 2.750 4.244
H -7.727 -0.374 3.199
H -6.112 -0.233 3.883
H -7.309 0.986 4.274
H -5.985 2.028 2.537
H -7.462 1.484 1.762
H -4.058 1.138 1.931
H -4.393 -0.483 2.487
H -4.414 -0.224 -0.454
H -3.716 -1.507 0.493
H -1.023 -1.415 -0.118
H -0.369 -0.025 0.709
H -0.632 -1.184 2.615
H -2.361 -1.039 2.506
H -1.016 -3.378 2.674
H -1.157 -3.265 0.919
H -3.517 -2.743 2.212
H -3.171 3.518 -0.406
H -4.279 2.464 0.458
H -5.053 1.707 -1.497
H -4.146 2.855 -2.280
H -0.733 2.849 0.996
H -2.346 3.215 1.537
H -2.084 0.812 2.769
H 0.069 0.556 3.263
H -1.118 3.575 3.487
H -0.915 2.236 4.597
H -3.568 2.456 3.505
H -3.151 3.717 4.447
C 3.307 -2.123 1.769
C 2.216 -1.716 1.011
C 2.332 -0.638 0.143
C 3.542 0.031 0.034
C 4.632 -0.369 0.794
C 4.513 -1.446 1.662
H 3.218 -2.969 2.439
H 1.277 -2.248 1.091
H 1.491 -0.317 -0.456
H 3.632 0.866 -0.650
H 5.576 0.156 0.711
H 5.364 -1.760 2.254
C -7.169 -3.888 0.328
C -7.314 -3.091 1.455
C -8.020 -3.563 2.553
C -8.587 -4.829 2.522
C -8.448 -5.623 1.392
C -7.738 -5.153 0.296
H -6.612 -3.522 -0.525
H -6.873 -2.101 1.474
H -8.130 -2.943 3.435
H -9.137 -5.198 3.378
H -8.892 -6.609 1.366
H -7.627 -5.773 -0.584
C 10.356 -3.656 0.597
C 9.582 -3.423 1.725
C 8.294 -2.925 1.591
C 7.779 -2.657 0.330
C 8.556 -2.886 -0.798
C 9.843 -3.386 -0.664
H 11.359 -4.049 0.701
H 9.983 -3.630 2.709
H 7.690 -2.745 2.471
H 6.774 -2.271 0.224
H 8.157 -2.674 -1.781
H 10.448 -3.566 -1.544
C 6.436 2.919 -1.290
C 6.131 1.865 -2.139
C 6.166 2.046 -3.514
C 6.506 3.283 -4.041
C 6.808 4.339 -3.193
C 6.774 4.158 -1.818
H 6.410 2.777 -0.217
H 5.862 0.899 -1.729
H 5.926 1.222 -4.175
H 6.534 3.426 -5.114
H 7.069 5.306 -3.605
H 7.010 4.982 -1.157
C 3.059 2.571 -6.248
C 2.483 1.701 -5.332
C 1.116 1.746 -5.088
C 0.326 2.666 -5.763
C 0.901 3.538 -6.678
C 2.267 3.490 -6.922
H 4.124 2.533 -6.436
H 3.101 0.988 -4.801
H 0.671 1.071 -4.370
H -0.738 2.698 -5.571
H 0.284 4.257 -7.202
H 2.715 4.171 -7.635
*
```

=====

Record 3
A structure of composition C43H58N6O2W. Source: OMol25; level of theory: wB97M-V/def2-TZVPD.

For the total energy, the calculation gives -2219.50990 Ha. Its orbital gap is 6.21 eV. As for the HOMO energy: -0.2383 Ha. Its largest force on an atom is 0.26 eV Å⁻¹.

ORCA input file:
```
! wB97M-V def2-TZVPD RIJCOSX def2/J DEFGRID3
* xyz 0 1
W 0.046 0.004 -0.114
C -0.427 3.413 4.425
C -1.378 2.532 3.609
C -2.826 3.011 3.741
C -1.160 1.082 3.978
C -1.795 0.675 5.150
C -1.515 -0.534 5.745
C -0.562 -1.342 5.162
C 0.070 -0.999 3.971
C 1.135 -1.958 3.474
C 2.443 -1.797 4.258
C 0.674 -3.413 3.576
C -0.256 0.216 3.326
N 0.422 0.523 2.064
C 1.718 0.857 2.274
O 2.245 1.201 3.329
C 2.616 0.849 1.041
C 3.932 1.275 1.063
C 4.633 1.298 -0.138
C 4.013 0.954 -1.334
C 2.691 0.549 -1.286
N 2.068 0.468 -0.113
C 1.853 0.301 -2.538
O 2.442 0.377 -3.611
N 0.531 0.072 -2.326
C -0.150 -0.283 -3.581
C -0.784 0.701 -4.373
C -1.463 0.360 -5.535
C -1.514 -0.945 -5.977
C -0.844 -1.899 -5.246
C -0.150 -1.607 -4.068
C 0.479 -2.856 -3.461
C -0.598 -3.591 -2.663
C 1.804 -2.726 -2.721
C -0.696 2.171 -4.052
C 0.453 2.825 -4.824
C -1.996 2.949 -4.268
H -0.508 4.461 4.122
H 0.607 3.085 4.299
H -0.668 3.347 5.488
H -1.103 2.660 2.578
H -3.101 3.199 4.779
H -3.532 2.282 3.337
H -2.960 3.952 3.202
H -2.493 1.351 5.627
H -2.004 -0.827 6.666
H -0.293 -2.271 5.646
H 1.327 -1.729 2.426
H 2.297 -2.106 5.297
H 2.795 -0.768 4.255
H 3.216 -2.439 3.827
H 0.622 -3.738 4.616
H 1.382 -4.070 3.070
H -0.308 -3.557 3.131
H 4.365 1.583 2.004
H 5.667 1.621 -0.146
H 4.507 1.014 -2.293
H -1.941 1.141 -6.113
H -2.043 -1.209 -6.884
H -0.841 -2.927 -5.591
H 0.704 -3.488 -4.325
H -0.968 -2.961 -1.856
H -0.210 -4.515 -2.231
H -1.442 -3.837 -3.310
H 1.706 -2.170 -1.794
H 2.549 -2.237 -3.349
H 2.166 -3.724 -2.466
H -0.455 2.220 -3.003
H 0.245 2.794 -5.896
H 1.392 2.300 -4.650
H 0.568 3.874 -4.535
H -2.187 3.127 -5.327
H -1.930 3.930 -3.790
H -2.864 2.426 -3.861
C -2.759 0.320 -1.558
N -2.147 0.560 -0.238
C -2.913 -0.208 0.769
C -2.230 1.996 0.117
C -1.246 2.886 -0.629
N 0.186 2.653 -0.305
C 0.584 3.405 0.905
C 1.043 3.211 -1.375
H -3.817 0.611 -1.548
H -2.670 -0.737 -1.803
H -2.233 0.877 -2.326
H -3.959 0.122 0.778
H -2.471 -0.067 1.754
H -2.870 -1.264 0.511
H -2.070 2.048 1.183
H -3.245 2.364 -0.084
H -1.507 3.935 -0.434
H -1.381 2.730 -1.695
H 0.144 4.409 0.894
H 1.667 3.511 0.921
H 0.313 2.889 1.807
H 0.710 4.219 -1.652
H 1.059 2.588 -2.256
H 2.064 3.282 -1.007
N 0.087 -1.724 0.151
C 0.345 -3.068 0.367
C 1.662 -3.523 0.467
C 1.925 -4.873 0.625
C 0.883 -5.790 0.695
C -0.427 -5.339 0.618
C -0.696 -3.990 0.460
H 2.472 -2.807 0.402
H 2.952 -5.211 0.693
H 1.092 -6.845 0.816
H -1.248 -6.043 0.681
H -1.717 -3.636 0.390
*
```

=====

Record 4
A structure of composition C43H59AsF9KN4O5P in a non-equilibrium geometry. Source: OMol25; level of theory: wB97M-V/def2-TZVPD.

For the total energy, the calculation gives -6344.84388 Ha. Its orbital gap is 8.86 eV. As for the HOMO energy: -0.3973 Ha. Its largest force on an atom is 1.95 eV Å⁻¹.

ORCA input file:
```
! wB97M-V def2-TZVPD RIJCOSX def2/J DEFGRID3
* xyz 1 1
K -0.045 -0.894 -0.096
C 0.708 -3.813 1.016
C -0.626 -3.437 1.652
O -1.427 -2.710 0.717
C -2.697 -2.295 1.206
C -3.244 -1.178 0.323
O -2.371 -0.056 0.180
C -2.417 0.975 1.168
C -1.571 0.717 2.416
O -0.261 0.292 2.054
C 0.884 0.896 2.649
C 1.907 1.255 1.570
O 2.076 0.253 0.572
C 2.973 -0.828 0.864
C 2.322 -2.054 1.507
O 1.475 -2.699 0.548
H 0.531 -4.442 0.144
H 1.293 -4.388 1.742
H -0.471 -2.825 2.552
H -1.140 -4.359 1.949
H -2.602 -1.963 2.247
H -3.403 -3.135 1.186
H -4.215 -0.852 0.714
H -3.400 -1.564 -0.687
H -3.457 1.163 1.459
H -2.039 1.870 0.671
H -2.026 -0.043 3.057
H -1.528 1.648 2.992
H 1.307 0.198 3.380
H 0.602 1.806 3.187
H 2.870 1.474 2.043
H 1.579 2.147 1.034
H 3.783 -0.469 1.505
H 3.411 -1.130 -0.090
H 1.753 -1.782 2.404
H 3.127 -2.739 1.803
C -0.052 -4.745 5.343
C 0.560 -3.554 6.066
As 0.012 -1.885 5.198
C -1.861 -1.778 5.775
C -2.139 -1.783 7.268
C 0.810 -0.515 6.369
C 1.351 -0.968 7.717
H 0.256 -5.689 5.794
H 0.249 -4.772 4.293
H -1.143 -4.722 5.368
H 1.650 -3.583 6.018
H 0.288 -3.550 7.121
H -2.370 -2.615 5.285
H -2.256 -0.871 5.307
H -1.822 -2.716 7.733
H -3.206 -1.671 7.467
H -1.629 -0.968 7.781
H 0.034 0.246 6.497
H 1.605 -0.044 5.784
H 0.589 -1.446 8.330
H 1.739 -0.117 8.279
H 2.170 -1.680 7.605
F -3.204 8.293 -0.468
C -2.178 7.870 0.289
F -2.596 7.857 1.568
F -1.207 8.798 0.198
C -1.681 6.514 -0.154
C -1.619 6.222 -1.512
C -1.128 4.997 -1.929
C -0.702 4.054 -0.996
C -0.777 4.360 0.360
C -1.259 5.590 0.786
P -0.014 2.430 -1.428
C 1.699 2.791 -1.920
C 2.313 4.020 -1.723
C 3.666 4.176 -1.990
C 4.407 3.108 -2.466
C 3.803 1.873 -2.679
C 2.462 1.720 -2.388
C 5.887 3.280 -2.691
F 6.180 4.508 -3.150
F 6.366 2.389 -3.575
F 6.577 3.112 -1.543
C -0.859 2.021 -2.993
C -2.192 1.615 -2.882
C -2.884 1.156 -3.984
C -2.242 1.071 -5.214
C -0.930 1.487 -5.346
C -0.243 1.968 -4.238
C -2.995 0.477 -6.378
F -4.155 1.130 -6.590
F -3.315 -0.815 -6.156
F -2.288 0.525 -7.518
H -1.955 6.948 -2.238
H -1.085 4.770 -2.986
H -0.450 3.636 1.096
H -1.314 5.820 1.840
H 1.741 4.865 -1.363
H 4.140 5.135 -1.835
H 4.377 1.040 -3.060
H 1.998 0.751 -2.528
H -2.687 1.634 -1.918
H -3.914 0.842 -3.888
H -0.439 1.426 -6.306
H 0.783 2.290 -4.359
C -0.345 -3.984 -2.875
N -0.239 -4.249 -4.307
C 1.164 -4.088 -4.696
N 1.675 -2.747 -4.394
C 1.520 -2.521 -2.962
N 0.126 -2.637 -2.520
C -0.676 -1.681 -3.291
N -0.575 -1.878 -4.732
C -1.026 -3.242 -5.025
C 0.838 -1.775 -5.101
H 0.254 -4.720 -2.334
H -1.387 -4.084 -2.562
H 1.259 -4.269 -5.768
H 1.767 -4.827 -4.165
H 1.890 -1.519 -2.720
H 2.120 -3.246 -2.406
H -0.341 -0.664 -3.063
H -1.721 -1.778 -2.986
H -0.940 -3.422 -6.098
H -2.076 -3.338 -4.740
H 1.192 -0.767 -4.866
H 0.937 -1.937 -6.176
*
```